No. 1
An isolated ion of composition C2H2FO3S and charge -1 in a non-equilibrium geometry, computed with ωB97M-V/def2-TZVPD.

```
9
Properties=species:S:1:pos:R:3
C 1.34956 0.57036 -0.07190
C 0.31646 -0.38684 -0.24555
O -2.24829 0.39773 -1.07513
O 2.07188 1.25436 -0.74017
O -2.01635 -0.86419 1.09825
F 1.57919 0.82496 1.46948
S -1.59884 0.27834 0.21288
H 0.18642 -1.15990 0.54469
H 0.35997 -0.91483 -1.19256
```

Results
HOMO: -4.05 eV
Net charge: -1
Relative energy (zero: lowest compared OMol25 entry of this formula, charge and spin): 5.1 kcal/mol

---

No. 2
A single C2H2FOP molecule in a non-equilibrium geometry, computed with ωB97M-V/def2-TZVPD.

```
7
Properties=species:S:1:pos:R:3
C 1.02809 -0.30446 0.78754
C -0.49607 0.59027 -0.49837
O 1.93519 0.40667 0.89728
F -0.68315 -2.01397 -0.05283
P -0.77380 -0.57202 0.72752
H -0.91930 1.57084 -0.40168
H -0.09097 0.32266 -1.45946
```

Results
HOMO (spin up / spin down): -6.93 / -10.96 eV
Net charge: 0
Spin multiplicity: 3
<S²>: 2.008
Relative energy (zero: lowest compared OMol25 entry of this formula, charge and spin): 15.2 kcal/mol

---

No. 3
A 2-piece molecular cluster, C2H2FOP overall in a non-equilibrium geometry, computed with ωB97M-V/def2-TZVPD.

```
7
Properties=species:S:1:pos:R:3
C -0.26478 0.94901 0.66539
C 0.56753 1.44486 -0.15766
O 1.38667 1.78512 -0.89018
F -1.35699 -2.11964 0.04621
P -0.16822 -1.42177 -0.84748
H -1.13135 1.28152 1.12499
H 0.96715 -1.91909 0.05873
```

Results
HOMO (spin up / spin down): -7.64 / -10.03 eV
Net charge: 0
Spin multiplicity: 3
<S²>: 2.010
Relative energy (zero: lowest compared OMol25 entry of this formula, charge and spin): 37.1 kcal/mol

---

No. 4
A single C2H2FP molecule in a non-equilibrium geometry, computed with ωB97M-V/def2-TZVPD.

```
6
Properties=species:S:1:pos:R:3
C 0.52461 0.22140 -0.58059
C -0.42017 -0.11923 0.43338
F -1.33933 -1.02755 0.16655
P -0.17225 1.64326 0.10383
H 1.29221 -0.02543 -1.26876
H 0.11494 -0.69244 1.14558
```

Results
HOMO: -9.55 eV
Net charge: 0
Relative energy (zero: lowest compared OMol25 entry of this formula, charge and spin): 50.9 kcal/mol

---

No. 5
C2H2FSr as an isolated structure in a non-equilibrium geometry, computed with ωB97M-V/def2-TZVPD.

```
6
Properties=species:S:1:pos:R:3
F 0.99123 -0.05334 1.53776
H 0.23473 1.23968 0.56697
C -0.43305 0.40081 -0.16289
C 0.02750 -0.67814 0.43001
H 0.52601 -1.56471 0.03936
Sr -1.34641 0.65571 -2.41121
```

Results
HOMO: -13.02 eV
Net charge: +1

---

No. 6
C2H2FY as an isolated structure in a non-equilibrium geometry, computed with ωB97M-V/def2-TZVPD.

```
6
Properties=species:S:1:pos:R:3
F -1.81070 -0.03765 -0.10302
H -0.47240 -1.27084 -0.26757
C 0.39777 -0.44786 0.17914
C -0.42879 0.56100 0.35383
H -0.39267 1.58993 -0.00385
Y 2.70679 -0.39458 -0.15853
```

Results
HOMO: -19.05 eV
Net charge: +2

---

No. 7
C2H2GaO2P as an isolated structure in a non-equilibrium geometry, computed with ωB97M-V/def2-TZVPD.

```
8
Properties=species:S:1:pos:R:3
P -1.31812 -1.05211 -1.60688
O -0.17623 -2.05535 -1.51590
C 0.39499 1.24473 0.86746
H -0.26717 2.11403 0.78173
H 1.26002 1.34152 1.52704
C 0.11925 0.04509 0.33873
O -1.05050 0.09587 -0.52529
Ga 1.03776 -1.73378 0.13312
```

Results
HOMO (spin up / spin down): -14.57 / -14.99 eV
Net charge: +1
Spin multiplicity: 2
<S²>: 0.755

---

No. 8
C2H2I2O2S as an isolated structure in a non-equilibrium geometry, computed with ωB97M-V/def2-TZVPD.

```
9
Properties=species:S:1:pos:R:3
C 1.00669 0.81852 -2.50392
C -1.02017 -0.27871 1.31797
O 0.05609 0.19903 -2.69054
O 2.00280 1.34969 -2.29463
S -0.01784 0.72738 0.60690
I -1.23078 -2.37741 1.03277
I 1.97945 -0.54097 1.08192
H -0.79527 -0.20613 2.32096
H -1.98096 0.30861 1.12858
```

Results
HOMO: -8.97 eV
Net charge: 0
Relative energy (zero: lowest compared OMol25 entry of this formula, charge and spin): 24.4 kcal/mol